1.
ORCA calculation (ωB97M-V/def2-TZVPD) on a structure of composition C27H52N4O7PS2Si2TeV.

The expectation value of S² is 3.758. As for the charge: -1. The energy relative to the best compared isomer or geometry (same formula, charge and spin) comes out at 0.7859 eV. Its spin multiplicity is 4. The value obtained for the total energy is -128841.6113 eV. Its frontier orbital gap (alpha / beta) is 6.89 / 7.02 eV.

Structure (XYZ):
```
97
C27H52N4O7PS2Si2TeV, DFT ωB97M-V/def2-TZVPD
V 0.225 -0.040 0.325
O 2.051 -2.199 -4.550
C 2.435 -3.015 -3.577
O 2.855 -4.124 -3.803
C 2.288 -2.530 -2.177
C 2.646 -3.281 -1.069
N 2.354 -2.568 0.021
N 1.848 -1.378 -0.297
C 1.801 -1.328 -1.630
C 1.304 -0.034 -2.223
O 1.238 0.087 -3.445
O 1.005 0.860 -1.350
H 1.692 -1.333 -4.193
H 3.088 -4.261 -1.015
H 2.613 -2.762 0.995
C 0.733 -3.924 3.736
C 1.683 -4.287 4.869
C 1.826 -3.193 5.913
O 2.979 -4.702 4.433
P 3.916 -4.073 3.265
S 5.679 -4.854 3.563
S 3.703 -2.109 3.075
O 3.177 -4.618 1.906
C 3.105 -5.985 1.433
C 4.380 -6.328 0.678
C 2.760 -7.012 2.499
H -0.263 -3.739 4.150
H 0.663 -4.738 3.016
H 1.070 -3.027 3.215
H 1.287 -5.180 5.364
H 2.209 -2.282 5.453
H 2.522 -3.516 6.687
H 0.852 -2.994 6.371
H 2.274 -5.948 0.719
H 5.208 -6.465 1.372
H 4.641 -5.529 -0.016
H 4.229 -7.244 0.102
H 3.551 -7.071 3.244
H 2.645 -7.988 2.022
H 1.830 -6.754 3.004
C -3.036 3.349 -5.786
Si -4.061 3.315 -4.224
C -5.589 4.378 -4.477
C -4.610 1.565 -3.850
C -3.070 3.984 -2.782
Te -1.473 2.615 -2.284
C 0.028 4.107 -1.949
Si -0.064 4.841 -0.232
C 1.204 6.220 -0.091
C 0.331 3.511 1.021
C -1.762 5.549 0.117
H -3.615 2.979 -6.635
H -2.143 2.731 -5.681
H -2.717 4.369 -6.018
H -6.183 4.006 -5.315
H -5.320 5.415 -4.692
H -6.224 4.373 -3.588
H -5.226 1.170 -4.662
H -5.200 1.529 -2.931
H -3.756 0.895 -3.728
H -3.696 4.156 -1.906
H -2.607 4.938 -3.049
H -0.042 4.840 -2.754
H 0.964 3.559 -2.079
H 2.206 5.840 -0.302
H 1.212 6.654 0.912
H 0.993 7.023 -0.802
H 1.399 3.282 1.008
H -0.219 2.593 0.789
H 0.062 3.815 2.036
H -2.046 6.294 -0.630
H -1.783 6.029 1.098
H -2.514 4.757 0.112
N 1.778 1.012 6.348
C 1.461 0.735 5.038
C 2.244 1.211 3.984
C 1.903 0.856 2.701
N 0.816 0.145 2.382
C 0.055 -0.287 3.394
C 0.330 -0.017 4.712
H 2.740 1.253 6.522
H 1.397 0.382 7.035
H 3.139 1.789 4.167
H 2.522 1.160 1.866
H -0.811 -0.872 3.116
H -0.310 -0.414 5.489
C -3.047 0.723 2.339
C -2.756 0.820 0.846
C -3.947 0.342 0.023
O -1.626 0.083 0.490
H -3.962 1.268 2.585
H -2.229 1.148 2.923
H -3.177 -0.323 2.629
H -2.586 1.881 0.604
H -4.161 -0.704 0.258
H -3.713 0.411 -1.040
H -4.838 0.942 0.228
```



2.
ORCA calculation (ωB97M-V/def2-TZVPD) on a cluster of 7 separate species, C27H52O10 in total.

The energy relative to the best compared isomer or geometry (same formula, charge and spin) comes out at 4.1160 eV. The SMILES is COC(=O)OC.O=C1CCCO1.C1CCOC1.C1CCOC1.C1CCOC1.C1CCOC1.C1CCOC1. The value obtained for the total energy is -49310.8383 eV. Its frontier orbital gap is 9.88 eV.

Structure (XYZ):
```
89
C27H52O10, DFT ωB97M-V/def2-TZVPD
C 1.578 2.720 -3.693
O 2.679 3.402 -3.034
C 3.766 2.721 -2.534
O 3.698 1.481 -2.378
O 4.776 3.582 -2.054
C 6.106 3.210 -2.187
H 1.307 3.526 -4.374
H 0.818 2.484 -2.948
H 1.978 1.933 -4.332
H 6.877 3.826 -2.650
H 6.152 2.322 -2.817
H 6.371 2.827 -1.202
O 1.804 -6.484 -1.780
C 0.836 -5.888 -1.408
C 0.799 -4.532 -0.766
C -0.569 -4.191 -1.224
C -1.351 -5.571 -1.182
O -0.387 -6.461 -1.570
H 0.903 -4.672 0.310
H 1.547 -3.934 -1.288
H -1.128 -3.527 -0.565
H -0.594 -3.791 -2.237
H -1.666 -5.745 -0.153
H -2.253 -5.670 -1.787
C 2.275 0.951 5.320
C 2.396 -0.392 4.727
C 2.361 -1.357 5.862
O 2.804 -0.652 6.936
C 2.530 0.685 6.832
H 1.310 1.447 5.218
H 2.951 1.694 4.898
H 3.314 -0.514 4.152
H 1.686 -0.554 3.917
H 3.062 -2.191 5.806
H 1.323 -1.686 5.908
H 3.310 1.333 7.231
H 1.587 0.799 7.366
C -2.025 0.531 -4.867
C -2.006 -0.703 -3.931
C -2.134 -0.072 -2.520
O -2.984 1.045 -2.759
C -2.652 1.702 -4.049
H -2.511 0.348 -5.825
H -1.038 0.906 -5.139
H -1.153 -1.357 -4.114
H -2.838 -1.380 -4.128
H -1.178 0.320 -2.172
H -2.532 -0.753 -1.767
H -1.978 2.557 -3.987
H -3.647 2.051 -4.323
C -0.537 4.320 -0.599
C -0.652 4.995 0.861
C -0.559 6.476 0.599
O -0.035 6.598 -0.640
C 0.403 5.395 -1.228
H -1.523 4.218 -1.050
H -0.195 3.285 -0.607
H 0.112 4.665 1.565
H -1.648 4.832 1.273
H 0.116 6.901 1.341
H -1.461 7.069 0.749
H 1.456 5.248 -0.988
H 0.179 5.516 -2.288
C 1.729 0.146 0.718
C 0.267 0.255 1.060
C -0.386 -1.094 0.603
O 0.631 -1.510 -0.323
C 1.696 -0.661 -0.654
H 2.218 -0.487 1.458
H 2.388 1.011 0.638
H -0.156 1.097 0.513
H -0.087 0.444 2.073
H -1.401 -0.859 0.283
H -0.374 -1.639 1.547
H 1.445 -0.097 -1.552
H 2.603 -1.231 -0.857
C -4.896 -3.384 0.727
C -4.327 -4.414 1.792
C -3.015 -3.748 2.212
O -2.869 -2.530 1.382
C -4.125 -1.980 1.050
H -5.982 -3.395 0.629
H -4.513 -3.447 -0.292
H -4.182 -5.415 1.385
H -5.012 -4.409 2.639
H -2.184 -4.433 2.045
H -3.051 -3.459 3.262
H -3.865 -1.376 0.180
H -4.486 -1.233 1.757
```



3.
ORCA calculation (ωB97M-V/def2-TZVPD) on a cluster of 10 separate species, C27H53Br18N4S in total.

As for the charge: +1. The value obtained for the total energy is -1306413.0687 eV. Its frontier orbital gap is 7.15 eV.

Structure (XYZ):
```
103
C27H53Br18N4S, DFT ωB97M-V/def2-TZVPD
C 0.867 -0.677 -0.495
C -0.118 -0.198 -1.596
C 0.642 -0.157 -2.944
C -1.265 -1.213 -1.632
C -2.595 -0.687 -2.176
C -3.034 0.632 -1.560
C -4.432 1.054 -2.052
N -5.270 -0.064 -2.549
N -5.468 -0.010 -3.979
C -5.044 -0.927 -4.678
S -4.384 -1.973 -5.629
C -4.915 -1.316 -2.061
N -5.887 -2.158 -1.815
N -3.632 -1.710 -1.810
H 0.534 -0.314 0.481
H 1.891 -0.389 -0.719
H 0.812 -1.770 -0.473
H -0.443 0.806 -1.333
H 1.023 0.841 -3.157
H 1.471 -0.865 -2.908
H 0.011 -0.459 -3.786
H -0.940 -2.096 -2.184
H -1.448 -1.534 -0.597
H -2.585 -0.614 -3.267
H -2.341 1.449 -1.746
H -3.082 0.491 -0.474
H -4.964 1.499 -1.210
H -4.396 1.821 -2.821
H -6.849 -1.942 -2.030
H -5.685 -3.035 -1.355
H -3.545 -1.848 -0.799
Br 0.711 -0.313 3.720
C 0.718 1.633 3.655
C -0.560 2.164 3.068
Br -0.580 1.937 1.130
H 1.600 1.926 3.094
H 0.826 1.958 4.688
H -0.646 3.237 3.233
H -1.445 1.667 3.454
Br 4.263 1.635 1.708
C 5.484 0.268 2.371
C 4.836 -0.582 3.429
Br 4.743 0.339 5.141
H 6.371 0.779 2.730
H 5.737 -0.332 1.500
H 5.432 -1.472 3.620
H 3.822 -0.872 3.171
Br -0.433 6.486 2.375
C 1.152 6.225 1.273
C 1.757 4.865 1.494
Br 2.721 4.768 3.180
H 1.836 7.033 1.513
H 0.811 6.330 0.245
H 2.496 4.648 0.725
H 1.014 4.073 1.512
Br -3.950 3.699 2.063
C -4.029 5.203 3.298
C -3.027 5.040 4.408
Br -3.582 3.686 5.686
H -5.052 5.255 3.654
H -3.802 6.088 2.708
H -2.929 5.965 4.973
H -2.052 4.733 4.048
Br 8.789 0.740 4.543
C 9.060 0.268 6.408
C 8.431 1.280 7.326
Br 9.481 2.917 7.414
H 10.132 0.174 6.552
H 8.589 -0.705 6.534
H 8.398 0.900 8.345
H 7.433 1.564 7.010
Br -4.125 -0.659 7.923
C -5.265 0.236 6.628
C -5.359 -0.535 5.340
Br -3.738 -0.358 4.274
H -4.860 1.232 6.487
H -6.244 0.306 7.099
H -6.160 -0.141 4.719
H -5.511 -1.598 5.500
Br 12.613 1.436 3.711
C 12.471 3.374 3.648
C 11.152 3.812 3.071
Br 11.097 3.593 1.137
H 13.323 3.734 3.082
H 12.554 3.705 4.682
H 10.995 4.874 3.247
H 10.316 3.249 3.474
Br -4.783 -4.293 -10.558
C -4.462 -5.587 -9.140
C -4.304 -4.916 -7.804
Br -2.557 -4.065 -7.629
H -3.589 -6.161 -9.427
H -5.334 -6.235 -9.135
H -4.349 -5.651 -7.002
H -5.050 -4.147 -7.635
Br -7.013 -9.787 -11.372
C -5.357 -8.806 -11.645
C -4.205 -9.440 -10.913
Br -4.282 -9.088 -8.997
H -5.543 -7.784 -11.330
H -5.179 -8.827 -12.718
H -3.262 -9.014 -11.248
H -4.176 -10.519 -11.027
```